Here is a molecular structure, C48H47AlClN2O26S at a distorted geometry from OMol25. Energies are from ωB97M-V with the def2-TZVPD basis set.

```
126
Properties=species:S:1:pos:R:3:forces:R:3:lowdin_charge:R:1
Cl 0.727 -6.292 -2.738 0.1 0.1 0.1 0.1709
S -3.523 -1.356 -1.249 -0.2 0.0 0.0 0.9856
Al 1.461 -7.044 -0.748 0.4 -0.5 0.4 -0.0339
O -0.021 5.023 5.498 0.0 0.3 0.1 0.0956
O -6.720 -2.052 0.523 0.1 0.1 0.0 0.1161
O 1.142 -2.482 1.559 -0.3 -0.1 0.1 -0.1008
O 4.075 3.996 1.541 0.0 0.1 0.0 0.1150
O 3.820 -2.052 -7.464 -0.1 -0.1 0.0 0.0967
O 1.789 2.321 -1.782 -0.2 0.3 -0.1 0.0986
O 2.100 2.719 3.769 0.0 -0.1 0.0 0.1010
O -2.012 5.655 1.294 0.0 0.1 0.0 0.1240
O -1.165 8.132 1.387 -0.1 -0.1 -0.1 0.1080
O -2.682 -3.925 -1.801 0.0 0.3 -0.2 0.0247
O -5.998 0.456 0.058 0.1 0.0 0.0 0.0985
O 6.239 5.424 1.901 -0.1 -0.1 0.1 0.1086
O 4.305 2.316 -5.744 0.0 0.1 -0.1 0.1015
O 1.266 0.558 2.567 0.2 0.1 -0.2 0.1073
O 2.781 4.115 -6.868 0.0 0.0 0.1 0.1110
O 3.667 -2.359 -2.202 0.3 0.3 0.1 0.1043
O 2.440 -4.022 -6.422 0.1 0.1 0.0 0.1194
O 4.965 -0.359 -3.228 0.1 -0.1 0.1 0.0760
O -10.422 1.686 1.003 -0.1 -0.1 0.0 0.0933
O 6.202 6.975 -2.539 -0.1 0.0 0.0 0.1170
O 0.768 7.515 5.626 0.0 -0.1 0.0 0.1166
O -0.467 1.398 7.479 -0.1 -0.1 0.1 0.1045
O 0.210 4.113 -2.934 0.0 0.0 0.2 0.1060
O -1.222 -0.819 6.307 0.0 0.1 0.0 0.1173
O 3.981 5.608 -2.866 0.2 0.1 -0.2 0.1124
O -11.133 -0.772 1.516 0.0 0.1 0.0 0.1064
N -2.056 -2.360 -3.242 -0.7 -0.3 1.1 0.0269
N -1.588 -3.574 -3.707 -0.5 -1.2 1.3 0.0534
C -9.524 0.869 0.887 0.3 0.2 -0.1 -0.3202
C -1.956 -4.462 -2.812 0.2 0.7 -1.1 -0.2029
C 2.063 -4.154 -0.009 0.6 -0.1 0.3 -0.2668
C -0.113 -7.831 0.242 -0.3 0.4 -0.5 -0.2903
C -3.001 -5.373 1.283 0.3 0.0 0.4 -0.2160
C 6.351 6.270 -0.301 0.0 0.0 0.2 0.0748
C -1.455 -7.056 0.176 -0.1 -0.6 0.5 -0.3029
C 2.459 3.732 -5.637 -0.1 0.1 -0.1 -0.2355
C -8.964 -1.551 1.048 0.1 -0.1 0.0 0.0762
C -8.166 1.197 0.512 -0.1 0.1 0.0 0.0702
C 0.860 0.686 3.708 -0.3 -0.4 0.1 -0.2998
C 4.519 4.697 0.505 -0.1 -0.1 0.0 -0.2228
C 5.750 6.287 -1.498 0.2 0.1 0.0 -0.2333
C -0.158 7.969 3.516 0.0 0.1 -0.1 0.0731
C 0.876 2.174 5.699 0.0 -0.1 0.2 0.0614
C -1.072 5.202 3.396 0.0 -0.1 0.1 0.0786
C 4.474 -1.089 -5.413 0.1 0.0 -0.2 0.0705
C 5.773 5.488 0.779 0.2 0.2 -0.2 -0.3101
C -0.017 1.240 6.359 0.2 0.2 -0.1 -0.3052
C -0.327 5.701 4.534 -0.1 -0.3 -0.3 -0.3007
C 3.804 -2.076 -6.245 0.1 0.2 0.1 -0.3082
C -9.867 -0.571 1.160 -0.1 -0.2 0.0 -0.2412
C -7.600 -1.228 0.653 -0.2 -0.1 0.1 -0.3028
C 3.125 2.230 -3.698 0.1 0.0 -0.1 0.0832
C -7.252 0.220 0.398 0.0 0.2 0.0 -0.2275
C 1.143 3.734 -3.617 0.0 0.2 -0.2 -0.3188
C -2.699 -2.615 -2.125 0.8 0.7 -1.1 -0.6817
C 1.410 4.213 -4.961 -0.1 0.0 0.1 0.0730
C 3.036 -3.188 -5.578 -0.1 -0.1 0.1 -0.2286
C -3.490 -2.876 1.180 0.1 0.0 -0.5 -0.2462
C 4.407 -1.215 -4.084 0.1 0.2 -0.1 -0.2329
C -3.023 -1.579 0.478 0.3 -0.5 0.5 -0.4532
C -0.424 -0.012 5.621 0.0 -0.1 -0.1 -0.2322
C 3.662 -2.341 -3.418 -0.4 -0.4 -0.2 -0.2915
C 2.296 -3.271 1.235 -0.1 0.1 -0.4 -0.2486
C 1.292 1.915 4.455 0.1 0.3 0.0 -0.2356
C -1.915 -6.453 1.516 -0.1 0.6 -0.8 -0.2125
C 2.563 -5.612 0.142 -0.1 0.2 -0.4 -0.2891
C 2.968 -3.310 -4.245 0.0 -0.1 0.2 0.0960
C 3.382 2.699 -5.047 0.1 -0.1 0.3 -0.2974
C 0.107 7.144 4.537 0.1 0.2 0.0 -0.2335
C -2.405 -3.964 1.259 -0.4 0.1 0.1 -0.2230
C 4.483 5.518 -1.760 -0.3 -0.2 0.2 -0.3001
C 2.075 2.714 -3.023 0.3 -0.4 0.0 -0.2425
C -0.009 -0.268 4.372 0.0 -0.1 -0.2 0.0865
C -1.340 6.026 2.373 -0.1 -0.2 0.0 -0.2341
C 3.922 4.718 -0.693 -0.1 0.0 -0.1 0.0869
C -0.887 7.465 2.366 0.2 0.2 0.2 -0.3130
H 0.168 -8.064 1.276 -0.1 0.1 0.0 0.0387
H 5.572 6.808 -3.266 0.0 0.0 0.0 0.1197
H -11.551 0.110 1.509 0.0 0.0 0.0 0.1150
H -5.513 -0.392 0.009 -0.3 -0.1 -0.1 0.0474
H -1.447 -6.273 -0.593 0.1 0.0 0.1 0.0539
H 2.570 -3.887 2.101 -0.1 0.1 -0.1 0.0991
H 0.819 6.721 6.193 0.0 0.0 0.0 0.1197
H -1.389 4.168 3.408 0.0 0.0 0.0 0.1371
H -1.855 -3.840 2.194 0.3 0.1 -0.1 0.1113
H 1.015 -4.083 -0.321 -0.1 0.0 0.3 0.0819
H -3.836 -2.611 2.185 0.0 -0.1 -0.1 0.1089
H 3.574 3.598 -7.108 0.0 0.0 0.0 0.1168
H 0.979 2.801 -1.523 -0.1 -0.1 -0.1 0.1221
H -7.927 2.236 0.330 0.0 0.0 0.0 0.1343
H -1.759 -5.524 -2.784 0.1 0.2 0.0 0.0677
H -2.053 6.439 0.713 0.0 0.0 0.0 0.1225
H 2.467 -8.283 -1.071 0.0 0.0 -0.1 -0.0882
H -3.438 -0.711 1.000 0.0 0.1 -0.3 0.0657
H 5.000 -0.280 -5.899 0.0 0.0 0.0 0.1233
H 2.758 -5.869 1.195 -0.2 0.0 -0.1 0.0351
H 3.543 -5.681 -0.352 0.0 -0.1 0.1 0.0321
H -1.937 -1.501 0.531 0.0 0.1 0.0 0.0786
H 2.650 -3.698 -0.805 -0.4 -0.1 -0.1 0.0575
H -3.741 -5.386 2.095 0.0 -0.1 -0.1 0.1067
H -9.200 -2.587 1.242 0.0 0.0 0.0 0.1352
H 2.228 2.295 2.897 0.0 0.0 0.0 0.1090
H -1.362 -0.387 7.172 0.0 0.0 0.0 0.1174
H 3.023 4.162 -0.919 0.0 -0.1 0.1 0.1167
H 2.414 -4.104 -3.754 0.0 0.0 0.0 0.1024
H -0.266 -8.799 -0.256 0.2 0.0 0.1 0.0301
H -3.523 -5.581 0.342 -0.1 0.1 0.1 0.1056
H -1.052 -5.971 1.992 -0.1 -0.2 0.2 0.1068
H 3.800 1.498 -3.276 0.0 0.0 0.0 0.1162
H -2.313 -7.246 2.154 0.3 0.0 0.1 0.1028
H -2.249 -7.762 -0.110 0.0 0.2 -0.2 0.0994
H 4.694 4.172 2.276 0.0 0.0 0.0 0.1211
H 0.743 4.956 -5.374 0.0 0.0 0.0 0.1351
H -0.291 -1.162 3.831 0.0 0.0 0.0 0.1349
H -1.701 -3.849 0.431 0.1 -0.1 0.1 0.0984
H 1.170 3.060 6.237 0.0 0.0 0.0 0.1196
H 0.151 9.004 3.508 0.0 0.0 0.0 0.1346
H 7.258 6.822 -0.098 0.0 0.0 0.0 0.1347
H -4.353 -3.267 0.634 0.0 0.1 0.1 0.0878
H 1.391 -1.560 1.630 0.1 0.2 0.0 0.0310
H 4.752 -0.713 -2.339 0.0 -0.1 0.0 0.1201
H 2.654 -3.699 -7.317 0.0 0.0 0.0 0.1139
H 3.121 -2.578 1.029 0.1 -0.2 0.1 0.1083
```
Forces are in eV/Å.

Its net charge is -1. The electronic energy is -136708.1237 eV.

=====

Here is a molecular structure, C34H25IN9O2RhS at a distorted geometry from OMol25. Energies are from ωB97M-V with the def2-TZVPD basis set.

```
73
Properties=species:S:1:pos:R:3:forces:R:3:lowdin_charge:R:1
I 6.602 -5.676 2.354 -0.1 0.1 -0.1 0.9272
Rh -0.056 -0.126 -0.109 1.8 -0.2 2.0 1.0294
S -1.830 -0.746 -1.520 -0.3 0.0 0.5 0.7613
O 1.795 -1.034 0.747 -1.9 0.7 -1.0 -0.0486
O 0.766 -2.613 -0.449 0.7 0.1 0.2 -0.0022
N -2.505 -1.063 -4.061 0.0 0.1 0.0 -0.1071
N 1.304 -0.501 -2.349 0.0 0.1 -0.1 0.0825
N 1.778 4.006 -1.941 0.1 0.0 0.1 0.1320
N -1.229 -2.746 3.735 0.0 0.0 0.1 0.1355
N -0.344 -1.211 -3.879 -0.1 0.1 -0.1 0.0441
N -0.827 -1.213 1.486 0.0 -0.5 -0.5 -0.0044
N 0.410 1.808 -0.973 0.3 -0.1 -0.7 0.0100
N 2.965 4.556 6.995 0.1 0.1 0.2 0.0904
N 0.501 0.987 1.444 -0.6 0.1 -0.3 0.0012
C 2.752 -3.185 0.759 0.2 0.4 0.3 -0.1466
C -0.605 -1.576 3.804 -0.1 0.0 0.0 -0.0284
C 4.079 -4.028 2.586 -0.2 0.0 0.0 -0.1312
C -1.456 -2.379 1.407 -0.1 -0.1 -0.1 -0.0745
C 2.994 -3.298 2.126 0.1 0.1 0.0 -0.0187
C 4.929 -4.631 1.669 0.2 -0.1 0.1 -0.7237
C 0.943 3.319 -2.712 0.0 0.1 0.1 -0.0617
C -0.399 -0.784 2.686 -0.1 0.1 0.1 -0.1621
C 4.680 -4.545 0.306 -0.1 0.0 -0.1 -0.1306
C 3.581 -3.830 -0.147 0.0 -0.1 -0.1 -0.0152
C 3.625 -0.957 -2.717 0.0 0.0 0.0 -0.0179
C 1.880 3.636 -0.673 0.0 0.1 0.1 -0.0280
C 1.932 3.175 4.799 0.0 0.0 0.0 -0.1596
C -0.681 -1.445 -5.212 0.2 0.0 0.1 0.0035
C 1.134 2.146 1.252 0.1 0.0 -0.2 -0.1514
C -1.663 -3.144 2.549 0.0 0.1 0.2 -0.0467
C 0.267 2.209 -2.232 -0.1 0.0 -0.1 -0.0867
C 1.172 2.555 -0.162 0.0 0.1 0.1 -0.1663
C 1.684 -2.258 0.293 -0.4 -1.0 -0.5 -0.5723
C 0.721 1.218 3.780 0.0 -0.1 0.1 0.0911
C 1.618 2.868 2.322 0.1 0.1 0.0 0.0900
C 2.316 3.407 7.159 0.1 0.2 -0.3 -0.1015
C -2.014 -1.358 -5.315 -0.2 0.0 0.0 0.0058
C 3.302 -1.725 -3.824 0.0 0.0 0.0 -0.0139
C -3.916 -0.866 -3.726 -0.1 0.0 0.1 -0.0092
C 0.294 0.512 2.676 0.0 -0.1 -0.1 -0.1556
C 1.975 -1.854 -4.188 0.0 -0.2 -0.1 0.0233
C 3.098 5.039 5.764 -0.2 -0.3 0.1 -0.1020
C 1.016 -1.199 -3.429 0.1 -0.1 0.0 -0.2370
C -1.490 -0.974 -3.185 0.3 0.2 -0.1 -0.6062
C 1.417 2.418 3.630 0.1 0.1 0.0 -0.0775
C 2.597 4.387 4.645 0.1 0.2 -0.1 -0.0013
C 1.786 2.689 6.095 0.0 -0.1 0.2 -0.0004
C 2.592 -0.379 -2.007 0.0 0.0 -0.1 -0.1200
H -4.506 -0.997 -4.627 0.1 0.0 0.0 0.1052
H 2.223 3.046 8.176 0.0 0.0 0.0 0.1200
H -2.650 -1.475 -6.176 0.0 0.0 0.1 0.1463
H -0.248 -1.264 4.779 0.0 0.0 0.0 0.1308
H 3.381 -3.768 -1.211 0.0 0.0 0.0 0.1162
H 3.627 5.979 5.668 0.0 0.0 0.0 0.1198
H -4.232 -1.591 -2.979 0.0 -0.1 0.0 0.0946
H 2.802 0.207 -1.121 0.0 0.0 0.0 0.1086
H 2.149 3.787 2.127 0.0 0.0 0.0 0.1133
H 0.046 -1.629 -5.981 0.0 0.0 0.1 0.1329
H 0.824 3.653 -3.736 0.0 0.0 0.0 0.1278
H 1.706 -2.464 -5.037 0.0 0.0 0.0 0.1182
H -1.782 -2.715 0.434 0.1 0.0 -0.1 0.0908
H -2.174 -4.097 2.500 0.0 0.0 -0.1 0.1315
H -0.401 1.645 -2.867 0.1 -0.1 0.0 0.1029
H 2.335 -2.805 2.832 0.1 0.0 0.0 0.1123
H 5.340 -5.030 -0.400 0.0 0.0 0.0 0.1007
H 2.744 4.853 3.680 0.0 0.0 0.0 0.1048
H 1.276 1.761 6.313 0.0 0.0 0.0 0.1048
H -4.071 0.135 -3.328 0.1 0.0 0.0 0.0982
H 4.650 -0.804 -2.411 0.0 0.0 0.0 0.1261
H 4.260 -4.114 3.648 0.0 0.0 0.0 0.1007
H 4.073 -2.213 -4.406 0.0 0.0 0.0 0.1294
H 0.502 0.823 4.760 0.0 0.0 0.0 0.1143
H 2.552 4.205 -0.042 0.0 0.0 -0.1 0.1308
```
Forces are in eV/Å.

Its net charge is +2. The value obtained for the energy above the lowest of the compared OMol25 structures with the same formula, charge and spin is 69.9 kcal/mol.

=====

Here is 2 unconnected molecules or ions with the total composition C27H42BrCl2N3O5P at a distorted geometry from OMol25. Energies are from ωB97M-V with the def2-TZVPD basis set.

```
81
Properties=species:S:1:pos:R:3:forces:R:3:lowdin_charge:R:1
Br 1.862 -4.546 -4.754 -0.1 1.2 0.8 0.6143
Cl 5.451 -4.867 0.005 -0.1 0.1 0.0 0.5582
Cl 2.360 -3.406 -0.050 -0.1 -0.6 0.4 0.6869
P -0.357 3.773 2.062 -5.1 2.7 -1.7 0.8248
O -1.894 4.091 1.690 5.2 -1.5 1.8 -0.4069
O -5.707 -1.328 -0.340 8.4 1.1 -3.2 -0.0154
O -4.239 -2.827 -3.130 2.3 -2.7 7.9 -0.0193
O -0.146 3.422 3.754 -0.4 -0.2 -3.2 -0.3099
O 0.525 5.230 1.556 -2.0 -2.3 2.1 -0.2992
N 4.253 0.743 -2.516 -5.7 -0.6 2.5 0.0901
N -3.524 -2.284 -0.854 2.1 1.5 -0.6 0.0041
N -1.398 -1.351 0.404 1.9 -0.1 -2.3 0.0016
C 1.910 1.821 -2.539 0.2 -1.3 0.2 -0.0654
C -3.884 -3.306 -1.907 -2.1 1.3 -7.0 -0.2532
C -2.065 -1.887 -0.882 2.6 0.3 -2.3 -0.0317
C 4.594 -4.118 1.375 -0.1 0.0 0.1 -0.6545
C -3.669 1.429 2.047 5.3 -8.8 -0.6 0.1083
C -0.998 2.491 5.920 0.5 1.1 -0.6 -0.0857
C 0.072 -0.882 0.437 0.4 -0.9 -3.7 -0.0077
C 0.824 -0.257 1.752 0.5 0.6 -0.2 -0.1276
C 3.090 -4.322 1.292 0.3 -0.4 0.4 -0.6063
C -1.129 7.045 0.657 -0.2 -1.1 -0.7 -0.1123
C 2.614 -0.564 -0.985 -0.5 -0.8 -0.2 -0.1744
C -4.133 0.413 -1.393 -0.4 -0.1 0.5 -0.0231
C 3.835 -2.393 -4.330 0.3 0.6 -1.0 -0.1667
C -1.223 -1.995 -2.316 2.6 1.5 3.4 0.1359
C 0.118 2.282 0.909 1.6 0.3 -0.3 -0.1989
C -2.200 -1.266 1.720 -1.8 0.7 1.1 -0.1343
C 1.302 1.331 1.530 -0.4 0.2 1.2 -0.1970
C -3.951 -4.933 -1.721 -0.9 0.1 0.6 -0.0162
C -4.460 -1.095 -0.833 -7.3 0.0 2.1 -0.2630
C -2.896 0.235 1.926 -5.3 7.4 0.7 -0.0613
C 1.013 -0.996 -0.942 -2.9 -0.6 -0.6 -0.0876
C -0.277 6.439 1.937 -0.9 2.2 0.6 -0.2772
C 0.392 -1.563 -2.376 -2.6 0.4 3.7 -0.0191
C 2.396 -2.901 -3.722 1.4 1.0 1.1 -0.6920
C 2.950 0.670 -2.009 4.6 0.5 -1.7 -0.3095
C -1.178 2.499 4.259 -1.4 0.0 2.1 -0.2795
C 1.251 -1.690 -3.779 -1.1 -0.8 -0.2 -0.1666
H -1.679 -2.362 -3.330 0.5 0.7 2.5 0.1177
H 4.857 -3.056 1.400 -0.1 -0.2 -0.1 0.0679
H -3.335 -5.477 -2.560 -1.0 1.4 1.8 0.1066
H 4.983 -4.586 2.285 -0.2 0.0 -0.1 0.0792
H -3.103 -2.046 1.737 2.1 1.8 -0.5 0.1501
H 1.843 -0.843 1.952 -2.5 0.9 -0.6 0.1277
H -2.178 6.505 0.552 2.3 1.1 0.4 0.0776
H -4.133 0.436 -2.580 0.2 -0.3 2.6 0.1147
H 2.833 -5.378 1.162 0.1 0.2 -0.1 0.0777
H -3.707 -5.314 -0.629 -0.2 1.0 -2.4 0.0982
H 2.595 -3.258 -2.612 -0.7 0.6 -2.5 0.0333
H -5.017 1.112 -1.000 2.0 -1.9 -0.9 0.1168
H 0.473 -2.025 -4.610 1.5 0.8 1.8 0.1127
H -0.540 6.806 -0.351 -1.1 0.6 2.3 0.0921
H 3.715 -1.321 -4.832 0.2 -2.3 1.2 0.0882
H -1.308 8.201 0.700 0.5 -2.2 0.2 0.0813
H -0.887 1.726 0.691 1.9 1.2 0.5 0.0791
H 1.717 -0.663 -4.142 -0.9 -2.2 1.2 0.1116
H 4.688 -2.302 -3.517 -1.9 -0.3 -1.6 0.0866
H -1.312 1.475 6.410 0.7 2.0 -1.1 0.0825
H 0.192 -0.251 2.736 1.0 -0.3 -2.1 0.1001
H -0.973 6.222 2.882 1.4 0.3 -2.3 0.1264
H 0.144 2.756 6.100 -2.4 -0.9 -0.1 0.0906
H -1.619 3.387 6.397 1.3 -2.1 -1.1 0.0951
H 3.176 -1.521 -1.425 -1.3 2.3 0.9 0.0647
H 0.552 2.789 -0.071 -1.2 -1.0 2.0 0.0955
H -1.075 1.403 3.861 -0.1 2.2 0.4 0.0940
H -3.146 0.832 -0.923 -1.7 -0.9 -1.1 0.0658
H 2.323 1.427 0.967 -2.2 -0.3 0.9 0.1080
H 0.916 1.712 -1.931 1.9 0.5 -1.1 0.0560
H 0.441 7.320 2.292 -1.0 -2.3 -0.8 0.1321
H -5.088 -5.241 -1.908 2.4 1.0 0.3 0.1206
H 2.616 -3.967 2.212 0.1 0.0 -0.2 0.0746
H 1.501 1.735 2.636 -0.3 -1.1 -2.3 0.1207
H 4.826 -0.036 -2.125 -0.6 0.5 -0.2 0.0361
H 3.078 -0.428 0.106 -1.2 -0.1 -2.5 0.1166
H -4.348 2.381 2.249 2.0 -2.5 -0.6 0.1029
H -1.534 -1.575 2.661 -1.3 1.0 -2.4 0.1408
H 1.647 1.541 -3.666 0.7 0.9 2.4 0.0932
H 2.418 2.888 -2.446 -1.2 -2.4 -0.3 0.1121
H 4.201 -3.106 -5.211 -0.8 1.5 2.2 0.0759
H -2.235 2.963 4.025 2.2 -1.2 0.1 0.1135
```
Forces are in eV/Å.

Its net charge is +1. The electronic energy is -147736.5933 eV.